Version A
Here is a 3-piece molecular cluster, C3H9N2O2 overall from the OMol25 dataset. Energies are from ωB97M-V/def2-TZVPD.

Structure (XYZ):
```
16
Properties=species:S:1:pos:R:3
C 2.052 0.400 -0.041
C 2.764 -0.332 0.849
N 1.923 -1.327 1.290
C 0.740 -1.205 0.693
N 0.796 -0.156 -0.107
H 2.309 1.274 -0.596
H 3.770 -0.224 1.191
H 2.134 -2.088 1.929
H -0.111 -1.851 0.780
H 0.036 0.131 -0.751
H -1.307 0.611 -2.472
H -2.352 0.603 -1.319
O -1.457 0.299 -1.571
H -3.828 0.751 0.622
H -3.605 2.021 -0.220
O -3.864 1.093 -0.278
```

net charge	+1

natural (NBO) charges in e: atom 1 (C): -0.0486, atom 2 (C): -0.0494, atom 3 (N): -0.4591, atom 4 (C): 0.2515, atom 5 (N): -0.4608, atom 6 (H): 0.2570, atom 7 (H): 0.2610, atom 8 (H): 0.4574, atom 9 (H): 0.2531, atom 10 (H): 0.4864, atom 11 (H): 0.4934, atom 12 (H): 0.5248, atom 13 (O): -0.9905, atom 14 (H): 0.4868, atom 15 (H): 0.4837, atom 16 (O): -0.9467



Version B
Here is a 2-piece molecular cluster, C3H9N2O2 overall from the OMol25 dataset. Energies are from ωB97M-V/def2-TZVPD.

Structure (XYZ):
```
16
Properties=species:S:1:pos:R:3
C -0.210 1.848 -0.316
C 2.974 -0.317 0.680
C -1.637 -1.749 -0.558
N -0.678 1.127 0.807
N -1.332 0.094 0.738
O 1.846 0.049 0.474
O -1.456 -0.380 -0.478
H -0.938 1.687 -1.109
H 0.757 1.480 -0.676
H -0.254 2.932 -0.070
H 3.683 0.388 1.066
H -0.831 1.622 1.713
H 3.314 -1.406 0.438
H -0.772 -2.299 -0.130
H -1.766 -1.961 -1.622
H -2.548 -2.053 -0.027
```

net charge	+1

natural (NBO) charges in e: atom 1 (C): -0.4934, atom 2 (C): 0.3209, atom 3 (C): -0.2790, atom 4 (N): -0.1581, atom 5 (N): 0.2981, atom 6 (O): -0.5857, atom 7 (O): -0.2841, atom 8 (H): 0.2503, atom 9 (H): 0.2913, atom 10 (H): 0.2520, atom 11 (H): 0.1355, atom 12 (H): 0.4494, atom 13 (H): 0.1345, atom 14 (H): 0.2168, atom 15 (H): 0.2356, atom 16 (H): 0.2158



Version C
Here is a 2-piece molecular cluster, C3H9N2O2 overall from the OMol25 dataset. Energies are from ωB97M-V/def2-TZVPD.

Structure (XYZ):
```
16
Properties=species:S:1:pos:R:3
C -0.767 0.725 0.026
C 1.459 -0.293 -0.974
C 0.758 0.707 0.106
N -1.782 1.323 0.654
N 1.383 0.392 1.302
O -1.665 1.048 -0.838
O -1.446 -1.681 0.052
H 2.428 0.067 -1.318
H 0.872 -0.314 -1.822
H 1.683 -1.295 -0.565
H 0.929 1.744 -0.275
H -2.669 0.947 0.953
H 1.051 0.917 2.157
H -1.288 -2.065 -0.858
H 1.407 -0.551 1.413
H -2.354 -1.671 -0.013
```

net charge	+1

natural (NBO) charges in e: atom 1 (C): 0.7852, atom 2 (C): -0.5850, atom 3 (C): -0.1376, atom 4 (N): -0.2878, atom 5 (N): -0.7721, atom 6 (O): -0.2546, atom 7 (O): -0.9142, atom 8 (H): 0.2582, atom 9 (H): 0.2116, atom 10 (H): 0.2341, atom 11 (H): 0.2869, atom 12 (H): 0.4336, atom 13 (H): 0.3917, atom 14 (H): 0.4944, atom 15 (H): 0.3802, atom 16 (H): 0.4751



Referenced to the most stable arrangement, the calculated values in eV are version A 0.000; version B 5.194; version C 6.413.